Record 1
The following is a DFT calculation (wB97M-V/def2-TZVPD) of C46H58HfN3O6P2 as an isolated structure.

Geometry as XYZ:
```
116
Properties=species:S:1:pos:R:3:forces:R:3:mulliken_charge:R:1
Hf 0.267 -0.557 -0.293 0.29 0.33 0.53 1.9016
C 0.769 4.939 -0.659 0.04 -0.01 -0.04 -1.7894
C 0.267 3.589 -0.141 0.07 -0.02 0.00 0.8190
C 0.563 3.496 1.360 0.03 0.10 -0.04 -1.1905
P 0.871 2.084 -1.019 -0.06 -0.11 0.06 1.1101
C 2.657 2.242 -1.513 0.03 0.05 0.03 1.0842
C 3.576 2.526 -0.325 -0.02 -0.02 -0.03 -1.2286
C 2.928 3.203 -2.669 -0.03 0.02 0.00 -1.7257
C 0.050 2.002 -2.623 0.00 -0.02 0.02 -0.2901
C -0.569 3.040 -3.309 -0.02 0.00 0.03 -0.7332
C -1.009 2.858 -4.610 -0.01 0.01 -0.02 -1.1038
C -0.796 1.634 -5.230 0.00 0.00 0.00 -0.7832
C -0.202 0.583 -4.549 0.01 -0.04 0.00 -0.0028
C 0.201 0.739 -3.220 -0.18 0.16 -0.11 -0.2970
N 0.675 -0.321 -2.431 0.15 -0.07 0.26 0.8597
C 1.275 -1.401 -3.131 -0.10 -0.23 -0.02 -0.6003
C 2.353 -1.202 -3.990 -0.02 0.01 -0.03 -0.1614
C 2.923 -2.278 -4.650 0.01 0.01 0.00 -1.0239
C 2.435 -3.565 -4.458 0.00 -0.01 -0.01 -0.9324
C 1.370 -3.773 -3.597 -0.01 0.01 -0.02 -1.0799
C 0.785 -2.700 -2.931 -0.03 0.07 0.03 0.7836
P -0.536 -2.764 -1.695 0.04 0.09 0.22 1.1504
C -0.624 -4.403 -0.868 0.05 0.02 -0.06 0.8588
C 0.722 -4.767 -0.241 -0.03 0.00 0.02 -1.2447
C -1.205 -5.544 -1.701 -0.01 0.01 -0.02 -1.5157
C -2.172 -2.494 -2.493 -0.03 -0.07 -0.05 0.5287
C -2.250 -3.030 -3.922 0.01 -0.02 0.04 -1.4307
C -2.611 -1.027 -2.429 0.02 0.06 -0.08 -1.0216
H 0.207 5.745 -0.183 0.00 -0.01 0.00 0.5045
H 0.665 5.045 -1.736 0.01 0.02 0.03 0.3578
H 1.822 5.085 -0.411 -0.02 0.00 0.00 0.3346
H -0.821 3.534 -0.267 -0.02 -0.01 0.00 0.3955
H 1.646 3.491 1.527 0.01 0.04 0.00 0.0630
H 0.776 1.777 2.352 -0.19 -0.07 0.12 -0.4974
H 0.164 4.393 1.841 0.00 0.01 0.00 0.4488
H 2.868 1.227 -1.867 -0.02 -0.01 0.00 0.3496
H 3.449 3.543 0.049 0.00 -0.01 0.00 0.2228
H 4.618 2.425 -0.636 -0.01 0.00 0.01 0.5903
H 3.402 1.835 0.498 0.01 0.00 0.05 -0.0736
H 2.831 4.244 -2.358 0.00 -0.02 -0.01 0.3039
H 2.258 3.032 -3.511 0.03 0.01 0.00 0.3403
H 3.953 3.061 -3.019 0.00 0.00 0.01 0.5085
H -0.708 4.002 -2.832 -0.01 -0.03 -0.02 0.3965
H -1.496 3.666 -5.141 0.00 -0.01 0.01 0.4697
H -1.113 1.486 -6.255 0.00 0.00 0.01 0.4191
H -0.074 -0.373 -5.042 0.00 0.02 0.00 0.4511
H 2.728 -0.198 -4.148 0.00 -0.01 0.00 0.4807
H 3.760 -2.113 -5.317 -0.01 0.00 0.01 0.4316
H 2.885 -4.401 -4.977 0.00 0.00 0.01 0.4793
H 0.994 -4.777 -3.449 0.01 0.02 0.00 0.2552
H -1.324 -4.180 -0.056 -0.01 -0.01 0.02 0.2104
H 1.491 -4.944 -0.995 0.00 0.01 -0.01 0.3301
H 0.609 -5.680 0.345 0.01 0.00 -0.01 0.4977
H 1.071 -3.979 0.426 0.01 -0.02 0.00 -0.0046
H -0.582 -5.795 -2.560 -0.02 -0.01 0.02 0.2248
H -2.209 -5.319 -2.060 0.01 -0.01 0.00 0.3751
H -1.275 -6.438 -1.078 0.00 0.01 0.01 0.4831
H -2.839 -3.074 -1.846 0.00 0.01 0.02 0.7546
H -1.994 -4.088 -3.979 -0.01 0.01 -0.03 0.3574
H -1.565 -2.483 -4.573 -0.01 -0.01 0.00 0.1835
H -3.261 -2.904 -4.315 0.00 0.00 0.01 0.4627
H -2.327 -0.483 -3.331 0.04 -0.03 0.00 0.1992
H -2.181 -0.466 -1.589 -0.10 -0.10 0.06 -0.3789
H -3.693 -0.957 -2.316 0.00 0.03 0.00 0.6636
O -1.335 0.639 0.670 0.12 0.01 0.06 0.9014
C -2.380 -0.099 1.395 0.01 0.03 -0.15 3.0773
C -1.934 -1.584 1.234 -0.04 0.20 -0.01 -1.3528
O -2.700 -2.497 1.047 0.09 0.03 0.13 -0.6680
O -0.623 -1.666 1.295 0.11 -0.22 -0.67 -0.7832
C -2.404 0.271 2.870 0.03 0.01 -0.01 -0.4662
C -2.702 1.584 3.228 0.00 0.00 -0.01 0.1064
C -2.799 1.942 4.561 -0.01 0.00 0.00 -1.0035
C -2.636 0.981 5.552 -0.01 0.02 0.01 -0.5428
C -2.361 -0.330 5.202 0.00 -0.03 -0.01 -1.0594
C -2.231 -0.683 3.865 -0.02 0.01 -0.02 -0.1627
C -3.717 0.212 0.750 -0.04 -0.08 0.04 0.3887
C -3.855 1.191 -0.224 0.00 0.02 0.00 0.0205
C -5.104 1.464 -0.768 -0.02 0.04 -0.01 -1.0615
C -6.221 0.764 -0.341 0.00 0.00 -0.01 -0.6559
C -6.087 -0.208 0.643 0.04 0.01 0.02 -0.8262
C -4.844 -0.478 1.191 -0.03 0.00 -0.03 -0.5565
H -0.897 1.395 1.233 -0.03 -0.03 -0.06 -0.4035
H -2.874 2.325 2.457 0.00 0.00 0.00 0.3099
H -3.027 2.965 4.828 0.00 -0.01 0.00 0.4763
H -2.735 1.256 6.595 0.00 0.00 -0.01 0.4222
H -2.247 -1.085 5.969 0.00 0.01 -0.01 0.5282
H -2.019 -1.715 3.610 0.00 0.01 0.01 0.5523
H -2.991 1.742 -0.573 0.00 -0.01 0.00 0.3288
H -5.200 2.231 -1.527 0.00 -0.01 0.00 0.4713
H -7.193 0.979 -0.765 0.01 0.00 0.00 0.4228
H -6.955 -0.754 0.989 0.01 0.01 0.00 0.4532
H -4.745 -1.229 1.963 -0.01 0.00 -0.01 0.4157
C 1.087 0.007 5.399 0.02 0.00 -0.02 -1.2714
C 2.008 -0.822 4.513 -0.02 -0.01 0.02 -0.7093
C 2.916 0.015 3.535 -0.01 0.02 0.02 2.5093
C 3.654 1.126 4.289 0.00 0.03 -0.04 -1.2612
C 4.592 1.933 3.398 -0.01 0.00 0.01 -1.2460
C 3.914 -0.996 3.003 -0.02 -0.08 0.06 -0.3284
O 4.926 -1.337 3.542 0.00 0.03 -0.03 -0.5739
N 3.533 -1.646 1.796 0.01 0.03 -0.03 0.1553
C 2.523 -1.204 1.052 -0.10 0.06 0.08 -0.5332
O 2.136 -1.727 -0.024 0.07 -0.10 -0.07 -0.8303
N 1.796 -0.093 1.408 -0.20 -0.07 -0.18 1.1512
C 1.940 0.570 2.536 0.06 0.12 -0.09 -1.2084
O -0.001 2.355 1.968 0.04 -0.16 0.01 -0.6450
H 0.471 -0.667 5.994 0.00 0.00 0.00 0.4551
H 0.418 0.641 4.818 0.00 0.01 0.00 0.2124
H 1.650 0.632 6.091 -0.01 0.00 0.00 0.3596
H 1.415 -1.526 3.920 0.01 -0.01 0.01 0.1640
H 2.687 -1.411 5.134 0.01 0.01 -0.01 0.5038
H 4.203 0.678 5.118 0.01 -0.01 -0.01 0.4493
H 2.899 1.790 4.709 0.01 -0.01 0.01 0.4623
H 5.325 1.297 2.898 0.00 0.01 0.01 0.3253
H 5.144 2.664 3.988 -0.01 0.00 -0.01 0.5044
H 4.030 2.481 2.638 0.00 -0.02 -0.01 0.1422
H 4.101 -2.421 1.474 0.02 -0.03 -0.02 0.3491
```
Positions in Å, forces in eV/Å.

Computed properties:
E_LUMO: -2.883 eV
Gap between HOMO and LUMO: 7.143 eV
E_HOMO: -10.026 eV
Charge: +1

---

Record 2
The following is a DFT calculation (wB97M-V/def2-TZVPD) of C46H59AsNO2P4S2SiV as an isolated structure.

Geometry as XYZ:
```
117
Properties=species:S:1:pos:R:3:forces:R:3:mulliken_charge:R:1
V -0.095 -1.656 0.663 1.23 -0.31 -0.23 0.7011
C -6.074 2.488 1.313 0.02 -0.02 -0.01 -1.1346
Si -5.542 0.798 1.916 0.04 0.00 -0.01 0.3015
C -5.905 0.610 3.742 -0.01 -0.03 -0.02 -1.1460
C -6.479 -0.505 0.968 0.00 0.02 0.01 -1.1628
C -3.638 0.773 1.787 -0.03 0.04 0.01 0.1866
C -3.022 1.828 2.443 0.07 0.05 -0.01 -0.7420
C -1.637 1.959 2.479 -0.04 -0.08 -0.03 -1.8140
C -0.896 0.975 1.877 -0.09 0.20 0.07 -0.6090
N -1.441 -0.095 1.283 0.15 -0.01 -0.15 1.7308
C -2.776 -0.172 1.191 -0.12 -0.08 -0.05 -0.0220
S -3.505 -1.467 0.258 0.13 -0.16 0.09 -0.1394
H -7.162 2.574 1.336 -0.03 -0.01 0.01 0.3588
H -5.749 2.649 0.284 0.00 0.00 -0.02 0.3286
H -5.670 3.298 1.921 0.02 0.02 0.02 0.3383
H -6.979 0.642 3.931 -0.03 0.01 0.00 0.3917
H -5.441 1.399 4.336 0.03 0.02 0.01 0.3495
H -5.533 -0.349 4.109 0.00 -0.02 0.01 0.3344
H -7.543 -0.313 1.129 -0.03 -0.01 -0.01 0.3562
H -6.258 -1.512 1.316 -0.01 -0.03 0.02 0.3497
H -6.290 -0.470 -0.104 0.01 0.02 -0.04 0.3689
H -3.630 2.579 2.935 -0.02 0.02 0.02 0.3229
H -1.148 2.794 2.961 -0.01 0.01 0.03 0.7651
H 0.183 1.044 1.845 0.00 -0.04 0.04 0.2556
C 3.786 -1.726 2.661 0.01 -0.10 -0.06 -1.5134
P 2.237 -0.954 2.061 -0.48 0.31 -0.03 1.1397
C 2.866 0.594 1.313 0.14 -0.01 0.03 -0.8272
C 1.484 -0.434 3.658 0.02 -0.06 0.01 -0.0028
C 2.055 0.551 4.458 -0.02 0.06 -0.02 -0.8070
C 1.424 0.976 5.617 -0.01 0.00 0.00 -0.9649
C 0.218 0.404 5.994 0.01 0.02 0.01 -0.8047
C -0.342 -0.606 5.226 0.00 -0.05 0.05 -0.9714
C 0.284 -1.040 4.063 0.07 -0.01 -0.10 0.2211
P -0.383 -2.389 3.014 -0.10 -0.11 0.29 2.1071
C -2.064 -2.700 3.631 -0.06 0.11 0.04 -1.7935
C 0.500 -3.820 3.732 0.02 -0.05 0.04 -1.2455
H 4.400 -0.977 3.165 -0.01 -0.02 0.03 0.4444
H 4.357 -2.149 1.835 0.00 0.02 -0.02 0.4067
H 3.558 -2.523 3.367 0.00 0.00 0.00 0.3518
H 3.080 1.376 2.042 0.03 0.00 -0.02 0.4530
H 2.147 0.964 0.585 -0.03 0.00 0.04 -0.6446
H 3.789 0.358 0.779 -0.02 0.00 -0.03 0.6631
H 2.994 1.009 4.172 0.01 0.01 0.00 0.4084
H 1.869 1.755 6.221 0.01 0.00 0.02 0.4428
H -0.284 0.739 6.892 -0.01 0.00 0.01 0.4514
H -1.275 -1.054 5.543 -0.01 0.00 -0.01 0.3863
H -2.675 -1.799 3.558 0.01 -0.01 -0.04 0.3457
H -2.060 -3.056 4.662 -0.01 0.01 0.00 0.5336
H -2.507 -3.460 2.985 0.01 0.02 0.00 0.4312
H 0.377 -3.827 4.816 0.00 -0.01 -0.01 0.4884
H 1.563 -3.775 3.501 0.00 0.01 -0.01 0.0376
H 0.097 -4.746 3.323 -0.01 0.01 -0.02 0.4291
O 1.043 -0.889 -1.188 -0.40 0.26 0.01 0.3019
P 1.168 -0.390 -2.604 -0.04 -0.02 0.13 1.2589
C 1.214 1.422 -2.813 0.17 -0.03 0.05 -1.7433
P 0.203 2.390 -1.651 -0.15 0.03 0.01 0.6031
O -0.803 1.586 -0.919 -0.04 -0.02 -0.06 -0.2606
C -0.553 3.678 -2.655 0.06 0.07 0.03 0.3686
C 0.203 4.539 -3.449 0.04 -0.01 0.00 -0.3502
C -0.422 5.529 -4.185 -0.03 0.01 -0.01 -0.7528
C -1.805 5.665 -4.124 0.02 0.02 -0.02 -0.5190
C -2.558 4.813 -3.332 -0.03 -0.01 0.02 -0.6679
C -1.934 3.817 -2.594 -0.01 -0.04 -0.02 -0.6401
C 1.352 3.232 -0.535 0.00 0.06 0.00 0.4809
C 2.718 3.403 -0.737 0.03 0.03 -0.07 -0.0549
C 3.493 4.059 0.210 -0.01 -0.01 0.00 -0.7476
C 2.907 4.554 1.364 0.01 0.00 0.02 -0.6809
C 1.540 4.405 1.566 0.01 0.00 0.02 -0.8052
C 0.768 3.751 0.622 -0.03 -0.02 -0.02 -0.7283
C 2.757 -0.913 -3.276 0.00 0.02 -0.09 -0.1412
C 2.867 -1.925 -4.225 -0.02 -0.02 -0.04 -0.3320
C 4.118 -2.367 -4.633 0.00 -0.01 0.00 -0.7794
C 5.264 -1.805 -4.094 0.01 0.00 0.01 -0.5777
C 5.163 -0.804 -3.135 0.02 -0.01 0.00 -0.9583
C 3.917 -0.363 -2.728 -0.02 0.01 0.03 0.2365
C -0.121 -0.930 -3.719 -0.06 -0.03 0.03 0.3456
C -1.262 -1.516 -3.189 -0.06 -0.01 0.01 0.2058
C -2.296 -1.900 -4.033 0.01 -0.01 0.01 -0.7406
C -2.190 -1.698 -5.398 0.00 0.01 -0.02 -0.6037
C -1.052 -1.098 -5.932 -0.02 -0.02 0.01 -0.8889
C -0.022 -0.709 -5.096 0.01 0.06 -0.01 -0.7122
H 0.835 1.634 -3.815 0.08 -0.07 -0.04 0.8382
H 2.258 1.729 -2.783 -0.03 0.09 -0.03 0.8316
H 1.283 4.444 -3.490 0.01 0.00 0.01 0.3685
H 0.163 6.198 -4.801 0.01 0.01 -0.01 0.4244
H -2.294 6.441 -4.698 0.00 0.01 -0.01 0.4024
H -3.633 4.923 -3.288 -0.01 0.00 0.00 0.4433
H -2.505 3.137 -1.974 -0.01 0.00 0.01 0.4502
H 3.203 3.038 -1.634 0.00 -0.01 0.00 0.4399
H 4.555 4.184 0.043 0.02 0.00 -0.01 0.4501
H 3.511 5.065 2.102 0.00 0.01 0.00 0.4291
H 1.078 4.806 2.458 0.00 0.00 0.01 0.4559
H -0.297 3.628 0.777 0.00 -0.01 -0.01 0.6803
H 1.978 -2.380 -4.643 -0.01 0.01 0.00 0.3450
H 4.195 -3.153 -5.372 0.00 -0.01 -0.01 0.4424
H 6.238 -2.148 -4.416 0.01 -0.01 0.00 0.4130
H 6.057 -0.371 -2.707 0.01 0.00 0.01 0.4521
H 3.850 0.399 -1.958 -0.01 0.02 0.00 0.0687
H -1.359 -1.679 -2.123 0.05 0.00 0.00 -0.1622
H -3.182 -2.354 -3.610 -0.01 -0.01 0.00 0.5045
H -2.993 -2.002 -6.055 -0.01 0.00 -0.01 0.4155
H -0.973 -0.936 -6.999 0.00 0.01 -0.01 0.4590
H 0.857 -0.235 -5.519 0.02 -0.02 0.00 0.5027
C 1.760 -5.285 0.888 -0.03 -0.07 -0.02 -1.4903
As 1.355 -3.730 -0.222 -0.06 -0.30 0.19 1.4329
C 0.594 -4.680 -1.741 0.02 0.06 -0.08 -1.1470
C 3.164 -3.435 -0.879 0.02 0.03 -0.02 -0.3232
S -2.021 -2.896 -0.016 -0.35 0.12 -0.06 -0.5379
H 2.278 -6.024 0.275 0.00 0.00 0.03 0.5318
H 0.843 -5.728 1.273 0.00 0.02 0.01 0.3611
H 2.401 -5.008 1.723 -0.01 0.01 0.00 0.3183
H 1.129 -5.616 -1.902 0.01 0.03 -0.04 0.4706
H 0.667 -4.057 -2.633 -0.03 0.00 0.02 0.1671
H -0.459 -4.884 -1.552 0.01 0.00 0.01 0.3773
H 3.683 -4.390 -0.957 0.01 0.02 -0.02 0.5501
H 3.709 -2.780 -0.201 0.00 -0.01 0.01 -0.1266
H 3.129 -2.957 -1.854 0.01 -0.04 0.02 -0.1917
```
Positions in Å, forces in eV/Å.

Computed properties:
Multiplicity: 4
E_LUMO (alpha / beta): -1.696 / -1.694 eV
Gap between HOMO and LUMO (alpha / beta): 7.014 / 7.470 eV
E_HOMO (alpha / beta): -8.710 / -9.164 eV
Charge: +1
<S²>: 3.764

---

What is the formula in the second record? C46H59AsNO2P4S2SiV

---

What is the formula in the second record? C46H59AsNO2P4S2SiV

---

charge of number 1 (C46H58HfN3O6P2)? +1